DFT (ωB97M-V/def2-TZVPD) results for a cluster of 10 separate species, C40H60O30 in total.

Computed properties:
SMILES	C[C@H]1COC(=O)O1.C[C@H]1COC(=O)O1.C[C@H]1COC(=O)O1.C[C@H]1COC(=O)O1.C[C@H]1COC(=O)O1.C[C@H]1COC(=O)O1.C[C@H]1COC(=O)O1.C[C@H]1COC(=O)O1.C[C@H]1COC(=O)O1.C[C@H]1COC(=O)O1

ORCA input file:
```
! RIJCOSX wB97M-V def2-TZVPD def2/J DEFGRID3
* xyz 0 1
C -20.160 -16.689 -23.707
C -20.741 -15.295 -23.444
C -21.871 -15.276 -22.386
O -21.509 -14.216 -21.493
C -20.243 -13.853 -21.698
O -19.660 -12.945 -21.198
O -19.761 -14.503 -22.796
H -19.271 -16.601 -24.323
H -20.845 -17.482 -24.016
H -19.949 -17.129 -22.723
H -21.187 -14.960 -24.381
H -21.959 -16.206 -21.830
H -22.744 -14.933 -22.934
C -21.551 -7.248 -22.794
C -22.641 -7.085 -21.757
C -22.908 -5.644 -21.236
O -24.247 -5.355 -21.604
C -24.772 -6.369 -22.324
O -25.852 -6.401 -22.810
O -23.856 -7.345 -22.468
H -20.555 -7.152 -22.349
H -21.474 -6.448 -23.532
H -21.715 -8.250 -23.185
H -22.417 -7.637 -20.842
H -22.217 -4.932 -21.691
H -22.896 -5.585 -20.149
C -21.293 -12.099 -17.320
C -20.419 -13.107 -18.013
C -18.890 -12.858 -17.992
O -18.408 -13.903 -17.158
C -19.394 -14.766 -16.804
O -19.235 -15.754 -16.169
O -20.551 -14.388 -17.356
H -22.353 -12.355 -17.301
H -21.304 -11.088 -17.733
H -20.945 -12.011 -16.287
H -20.771 -13.370 -19.008
H -18.590 -11.883 -17.614
H -18.492 -13.076 -18.984
C -19.169 -7.104 -15.533
C -19.566 -6.197 -14.379
C -18.934 -6.486 -13.022
O -18.489 -5.200 -12.572
C -18.722 -4.294 -13.538
O -18.690 -3.109 -13.382
O -18.987 -4.894 -14.705
H -19.838 -7.947 -15.730
H -18.205 -7.577 -15.354
H -19.155 -6.552 -16.469
H -20.622 -5.937 -14.288
H -18.064 -7.143 -13.038
H -19.683 -6.956 -12.384
C -14.706 -5.151 -17.996
C -13.956 -5.139 -16.675
C -14.573 -6.065 -15.588
O -13.578 -7.029 -15.277
C -12.516 -6.899 -16.132
O -11.446 -7.414 -15.997
O -12.802 -5.973 -17.032
H -15.518 -4.412 -18.024
H -15.324 -6.045 -18.117
H -14.123 -4.994 -18.899
H -13.571 -4.209 -16.267
H -15.413 -6.574 -16.064
H -14.817 -5.527 -14.675
C -18.742 -9.412 -21.483
C -17.791 -9.952 -20.425
C -16.250 -9.528 -20.662
O -15.853 -8.875 -19.445
C -16.879 -8.788 -18.622
O -16.884 -8.137 -17.616
O -18.005 -9.130 -19.273
H -18.864 -8.329 -21.452
H -19.746 -9.537 -21.042
H -18.739 -9.976 -22.408
H -17.821 -10.987 -20.093
H -16.206 -8.774 -21.448
H -15.605 -10.360 -20.929
C -17.570 -6.185 -22.933
C -16.463 -5.991 -21.872
C -15.079 -6.168 -22.489
O -14.347 -5.032 -22.065
C -15.187 -4.118 -21.555
O -14.855 -3.149 -20.940
O -16.428 -4.617 -21.487
H -18.477 -6.069 -22.343
H -17.351 -7.145 -23.403
H -17.581 -5.454 -23.741
H -16.605 -6.645 -21.012
H -15.100 -6.371 -23.562
H -14.546 -7.025 -22.069
C -16.472 -14.279 -21.885
C -16.394 -14.193 -20.351
C -15.182 -14.884 -19.723
O -14.776 -13.921 -18.691
C -15.311 -12.720 -18.966
O -15.173 -11.747 -18.300
O -16.078 -12.839 -20.102
H -16.793 -15.249 -22.267
H -15.451 -14.082 -22.213
H -17.153 -13.568 -22.347
H -17.244 -14.557 -19.769
H -14.311 -15.114 -20.332
H -15.465 -15.745 -19.121
C -17.147 -13.036 -25.379
C -16.136 -11.902 -25.309
C -16.572 -10.669 -24.506
O -15.460 -10.319 -23.729
C -14.678 -11.397 -23.575
O -13.782 -11.463 -22.786
O -15.048 -12.362 -24.437
H -17.863 -12.875 -24.571
H -16.718 -14.004 -25.113
H -17.578 -13.163 -26.369
H -15.642 -11.686 -26.257
H -17.405 -10.920 -23.843
H -16.951 -9.895 -25.174
C -10.038 -10.590 -19.639
C -11.238 -10.125 -20.436
C -12.310 -9.383 -19.665
O -12.693 -8.389 -20.629
C -11.730 -8.259 -21.590
O -11.759 -7.501 -22.494
O -10.714 -9.121 -21.321
H -9.268 -11.000 -20.288
H -10.355 -11.418 -18.995
H -9.711 -9.757 -19.022
H -11.702 -10.879 -21.077
H -12.157 -9.021 -18.649
H -13.132 -10.099 -19.554
*
```

***

DFT (ωB97M-V/def2-TZVPD) results for a cluster of 10 separate species, C40H60O30 in total.

Computed properties:
SMILES	C[C@H]1COC(=O)O1.C[C@H]1COC(=O)O1.C[C@H]1COC(=O)O1.C[C@H]1COC(=O)O1.C[C@H]1COC(=O)O1.C[C@H]1COC(=O)O1.C[C@H]1COC(=O)O1.C[C@H]1COC(=O)O1.C[C@H]1COC(=O)O1.C[C@H]1COC(=O)O1

ORCA input file:
```
! RIJCOSX wB97M-V def2-TZVPD def2/J DEFGRID3
* xyz 0 1
C -2.262 -3.851 -1.489
C -3.094 -3.199 -0.368
C -4.257 -3.981 0.163
O -4.145 -3.753 1.593
C -2.877 -3.417 1.869
O -2.397 -3.479 2.962
O -2.189 -3.130 0.746
H -1.254 -3.454 -1.572
H -2.750 -3.708 -2.456
H -2.238 -4.927 -1.308
H -3.327 -2.193 -0.730
H -4.121 -5.066 0.139
H -5.184 -3.690 -0.321
C 7.334 0.126 0.489
C 6.199 0.023 -0.494
C 6.090 -1.350 -1.158
O 4.878 -1.897 -0.647
C 4.223 -0.961 0.087
O 3.130 -1.070 0.530
O 4.948 0.170 0.177
H 7.376 1.084 1.009
H 8.301 0.036 -0.012
H 7.282 -0.665 1.240
H 6.299 0.797 -1.257
H 6.942 -1.969 -0.882
H 6.012 -1.280 -2.242
C -0.841 -2.389 -5.078
C -1.217 -3.838 -5.294
C -2.650 -4.049 -5.757
O -2.555 -4.836 -6.940
C -1.240 -4.980 -7.266
O -0.850 -5.510 -8.246
O -0.442 -4.381 -6.367
H -1.326 -1.952 -4.203
H -1.110 -1.784 -5.945
H 0.230 -2.291 -4.902
H -1.064 -4.456 -4.405
H -3.125 -3.105 -6.029
H -3.190 -4.590 -4.981
C -6.249 -0.092 -5.101
C -5.123 -0.698 -4.281
C -5.351 -0.595 -2.740
O -5.500 -1.925 -2.323
C -5.352 -2.800 -3.326
O -5.340 -3.989 -3.231
O -5.133 -2.132 -4.469
H -6.466 0.931 -4.801
H -7.118 -0.737 -4.986
H -5.909 -0.122 -6.137
H -4.099 -0.384 -4.482
H -6.275 -0.041 -2.559
H -4.519 -0.072 -2.266
C -4.418 1.610 3.630
C -4.098 0.137 3.444
C -2.870 -0.366 4.231
O -3.390 -1.377 5.075
C -4.690 -1.572 4.834
O -5.362 -2.380 5.376
O -5.176 -0.646 3.972
H -5.289 1.892 3.045
H -3.525 2.111 3.230
H -4.456 1.972 4.657
H -3.919 -0.050 2.384
H -2.414 0.459 4.776
H -2.146 -0.755 3.521
C 1.512 3.457 3.560
C 0.747 4.344 4.528
C 1.656 4.911 5.655
O 1.484 6.325 5.516
C 0.790 6.628 4.396
O 0.619 7.739 4.006
O 0.346 5.523 3.834
H 0.784 3.099 2.834
H 1.967 2.605 4.074
H 2.357 3.967 3.096
H -0.076 3.752 4.927
H 2.712 4.670 5.540
H 1.326 4.571 6.635
C 2.837 1.825 7.635
C 1.621 0.909 7.548
C 0.303 1.690 7.380
O -0.251 1.195 6.177
C 0.531 0.227 5.646
O 0.194 -0.365 4.679
O 1.688 0.190 6.328
H 3.784 1.293 7.731
H 2.815 2.475 8.513
H 2.945 2.503 6.787
H 1.605 0.314 8.460
H 0.248 2.776 7.291
H -0.374 1.448 8.205
C -0.792 0.235 1.330
C -0.334 0.307 -0.095
C 0.345 -0.991 -0.588
O -0.271 -1.293 -1.844
C -1.346 -0.491 -2.009
O -1.994 -0.477 -3.022
O -1.514 0.261 -0.942
H -0.999 1.243 1.701
H 0.004 -0.172 1.956
H -1.737 -0.292 1.437
H 0.341 1.149 -0.258
H 0.294 -1.815 0.126
H 1.394 -0.855 -0.864
C 3.398 -0.624 -3.540
C 2.417 0.213 -4.308
C 2.932 1.521 -4.971
O 2.330 1.487 -6.256
C 1.824 0.255 -6.504
O 1.419 -0.094 -7.569
O 2.001 -0.537 -5.451
H 4.214 -0.960 -4.180
H 2.936 -1.480 -3.052
H 3.840 0.015 -2.767
H 1.558 0.491 -3.690
H 4.020 1.580 -5.026
H 2.571 2.351 -4.365
C 3.495 1.224 -1.253
C 3.534 2.402 -0.294
C 3.814 3.765 -0.949
O 2.838 4.602 -0.310
C 1.860 3.840 0.229
O 0.798 4.230 0.576
O 2.261 2.554 0.317
H 2.840 1.422 -2.106
H 3.003 0.413 -0.710
H 4.476 0.945 -1.631
H 4.272 2.235 0.493
H 3.629 3.742 -2.022
H 4.810 4.116 -0.698
*
```

***

| no. | HOMO energy (hartree) | strongest force on any atom (Eh/bohr) | frontier orbital gap (eV) |
| --- | --- | --- | --- |
| 1 | -0.37904 | 0.0675 | 9.83 |
| 2 | -0.38290 | 0.0523 | 9.97 |